Record 1
Computed, not measured: a structure of composition C30H51BBrFNO9S in a non-equilibrium geometry, with ωB97M-V/def2-TZVPD.

Calculated values
**Net charge**: +1
**E_LUMO**: -0.110 hartree
**HOMO-LUMO gap**: 8.65 eV
**2S+1**: 1

Each line ends with the Mulliken charge.
Atoms and positions in Å:
C (-5.619, 1.042, -0.761)  -0.745
O (-4.712, 1.049, 0.359)  -0.618
B (-3.967, 2.195, 0.432)  0.456
O (-4.660, 3.366, 0.503)  -0.634
C (-2.342, 2.139, 0.378)  1.802
C (-2.037, 2.922, -0.943)  -1.278
C (-1.074, 4.107, -0.798)  -1.179
C (0.404, 3.718, -0.530)  -0.677
C (1.144, 3.234, -1.771)  0.117
C (0.960, 1.941, -2.218)  0.028
C (1.637, 1.500, -3.336)  -0.877
C (2.473, 2.364, -3.993)  -0.406
C (2.669, 3.647, -3.549)  -0.726
C (2.010, 4.083, -2.419)  -0.314
C (-1.740, 2.663, 1.705)  -1.037
C (-2.684, 3.251, 2.792)  -0.269
C (-1.848, 3.790, 3.982)  -0.506
F (-2.111, 3.046, 5.113)  -0.309
S (-0.921, 1.243, 2.586)  -0.182
C (-1.197, 0.223, 1.212)  0.723
Br (-0.425, -1.473, 1.363)  0.053
N (-1.882, 0.717, 0.242)  0.519
C (-2.109, -0.179, -0.925)  -1.631
C (-3.111, -1.334, -0.684)  -0.247
C (-2.552, -2.711, -1.120)  -0.683
O (-3.581, -3.480, -1.721)  -0.562
H (-5.613, 0.079, -1.277)  0.268
H (-5.395, 1.836, -1.482)  0.266
H (-6.644, 1.209, -0.415)  0.315
H (-4.090, 4.144, 0.517)  0.346
H (-1.632, 2.288, -1.734)  0.234
H (-2.969, 3.322, -1.359)  0.697
H (-1.086, 4.637, -1.758)  0.424
H (-1.374, 4.842, -0.040)  0.464
H (0.533, 2.959, 0.253)  0.298
H (0.917, 4.625, -0.189)  0.520
H (0.276, 1.313, -1.654)  0.295
H (1.472, 0.488, -3.693)  0.454
H (2.998, 2.008, -4.875)  0.406
H (3.362, 4.284, -4.089)  0.406
H (2.171, 5.089, -2.041)  0.376
H (-0.924, 3.387, 1.665)  0.544
H (-3.199, 4.123, 2.381)  0.298
H (-3.396, 2.523, 3.189)  0.312
H (-0.770, 3.796, 3.768)  0.309
H (-2.112, 4.835, 4.173)  0.367
H (-2.484, 0.406, -1.768)  0.270
H (-1.134, -0.561, -1.237)  0.861
H (-3.420, -1.384, 0.363)  0.475
H (-4.012, -1.157, -1.272)  -0.085
H (-2.242, -3.241, -0.212)  0.413
H (-1.669, -2.635, -1.766)  0.253
H (-3.680, -4.311, -1.250)  0.362
O (-3.517, 4.224, -3.686)  -0.576
C (-2.742, 4.313, -4.604)  0.840
O (-1.551, 4.894, -4.393)  -0.307
C (-0.474, 4.870, -5.343)  -0.039
C (-0.586, 6.005, -6.340)  -1.225
C (-3.114, 3.869, -5.996)  -1.194
H (-0.405, 3.895, -5.827)  0.379
H (0.435, 4.988, -4.756)  0.084
H (-1.495, 5.926, -6.938)  0.318
H (0.271, 6.007, -7.013)  0.385
H (-0.627, 6.962, -5.820)  0.321
H (-3.627, 4.685, -6.504)  0.299
H (-3.791, 3.021, -5.915)  0.335
H (-2.268, 3.540, -6.594)  0.407
O (0.462, -4.827, 0.574)  -0.580
C (1.644, -4.877, 0.809)  0.734
O (2.501, -4.253, -0.012)  -0.362
C (3.896, -4.079, 0.288)  -0.347
C (4.712, -5.276, -0.148)  -1.013
C (2.192, -5.699, 1.946)  -0.771
H (4.042, -3.841, 1.343)  0.355
H (4.208, -3.200, -0.275)  0.310
H (4.418, -6.179, 0.387)  0.258
H (5.773, -5.100, 0.032)  0.360
H (4.563, -5.469, -1.211)  0.330
H (2.336, -6.725, 1.612)  0.267
H (1.465, -5.688, 2.756)  0.320
H (3.120, -5.309, 2.360)  0.142
O (5.061, -4.582, 4.305)  -0.560
C (4.921, -5.300, 5.260)  0.819
O (4.512, -6.567, 5.086)  -0.391
C (4.513, -7.558, 6.121)  -0.407
C (3.239, -7.512, 6.939)  -0.974
C (5.105, -4.775, 6.664)  -1.033
H (5.407, -7.473, 6.740)  0.374
H (4.581, -8.516, 5.608)  0.331
H (3.130, -6.559, 7.458)  0.270
H (3.232, -8.311, 7.680)  0.373
H (2.370, -7.626, 6.290)  0.280
H (4.171, -4.330, 7.003)  0.263
H (5.876, -4.008, 6.641)  0.318
H (5.434, -5.527, 7.377)  0.340

Cartesian forces (eV/Å) of the 2 atoms listed first:
-1.1 0.2 0.1
0.7 0.0 -1.0



Record 2
Computed, not measured: a cluster of 2 separate species, CH2FNOS in total in a non-equilibrium geometry, with ωB97M-V/def2-TZVPD.

Calculated values
**Net charge**: 0
**E_LUMO (alpha / beta)**: -0.025 / -0.021 hartree
**HOMO-LUMO gap (alpha / beta)**: 7.89 / 8.12 eV
**2S+1**: 1

Each line ends with the Mulliken charge.
Atoms and positions in Å:
C (-1.312, 0.129, -0.152)  0.493
N (0.826, -0.550, -0.433)  -0.430
O (-1.998, 1.023, -0.432)  -0.326
F (-1.655, -0.827, 0.593)  -0.155
S (1.833, 0.262, 0.540)  0.011
H (0.575, -1.393, -0.008)  0.264
H (1.732, 1.356, -0.108)  0.143

Cartesian forces (eV/Å) of the 2 atoms listed first:
2.3 1.1 -1.3
-1.8 1.7 -1.9



Record 3
Computed, not measured: a structure of composition C31H28BrF5MnO2P2S5 in a non-equilibrium geometry, with ωB97M-V/def2-TZVPD.

Calculated values
**Net charge**: 0
**E_LUMO (alpha / beta)**: -0.087 / -0.091 hartree
**HOMO-LUMO gap (alpha / beta)**: 5.65 / 5.43 eV
**2S+1**: 2
**Expectation value of S²**: 0.83

Each line ends with the Mulliken charge.
Atoms and positions in Å:
Mn (0.087, 0.038, 0.023)  -0.788
F (-4.599, -0.173, 5.367)  -0.281
C (-3.682, -0.533, 4.474)  0.519
C (-3.152, -1.821, 4.484)  0.266
F (-3.544, -2.700, 5.404)  -0.288
C (-2.200, -2.183, 3.536)  0.311
F (-1.687, -3.412, 3.609)  -0.382
C (-1.753, -1.300, 2.555)  -0.875
P (-0.538, -1.828, 1.243)  1.286
C (0.789, -2.488, 2.304)  0.738
C (1.618, -3.506, 1.839)  -0.414
C (2.676, -3.943, 2.617)  -1.110
C (2.946, -3.339, 3.835)  -0.711
C (2.142, -2.304, 4.285)  -0.803
C (1.061, -1.889, 3.533)  -0.503
C (-1.376, -3.310, 0.583)  1.171
C (-1.206, -4.578, 1.132)  -0.317
C (-1.894, -5.655, 0.608)  -0.860
C (-2.766, -5.480, -0.453)  -0.614
C (-2.934, -4.221, -1.005)  -0.801
C (-2.237, -3.138, -0.499)  -0.623
C (-2.268, -0.003, 2.590)  0.303
Br (-1.645, 1.337, 1.395)  -0.007
C (-3.222, 0.378, 3.530)  0.298
F (-3.688, 1.625, 3.535)  -0.310
H (1.436, -3.952, 0.871)  0.633
H (3.300, -4.752, 2.268)  0.465
H (3.782, -3.668, 4.432)  0.461
H (2.357, -1.812, 5.222)  0.486
H (0.435, -1.082, 3.889)  0.274
H (-0.548, -4.730, 1.972)  0.431
H (-1.749, -6.634, 1.035)  0.445
H (-3.310, -6.324, -0.850)  0.405
H (-3.609, -4.083, -1.834)  0.458
H (-2.347, -2.156, -0.940)  0.127
S (-1.383, 2.934, -2.514)  -0.195
C (-0.655, 1.624, -1.791)  0.286
S (0.951, 1.662, -1.213)  -0.096
S (-1.488, 0.140, -1.591)  -0.408
F (4.020, -3.190, -3.388)  -0.361
C (3.103, -2.584, -2.607)  0.266
C (3.454, -2.205, -1.327)  -0.812
C (2.514, -1.560, -0.541)  1.523
C (1.232, -1.279, -1.012)  0.547
C (0.904, -1.725, -2.297)  -0.049
C (1.832, -2.367, -3.099)  -0.947
H (4.451, -2.397, -0.964)  0.481
H (2.803, -1.258, 0.459)  -0.642
H (-0.084, -1.562, -2.708)  0.292
H (1.579, -2.683, -4.100)  0.465
C (5.446, -1.362, 1.774)  -1.044
C (4.993, -0.108, 2.510)  1.632
C (6.143, 0.583, 3.228)  -1.687
O (4.442, 0.802, 1.537)  -0.426
P (3.159, 1.699, 1.799)  0.479
S (3.172, 3.262, 0.602)  -0.395
S (1.466, 0.532, 1.790)  0.230
O (3.353, 2.023, 3.358)  -0.259
C (2.309, 2.388, 4.268)  1.149
C (2.962, 2.476, 5.644)  -1.570
C (1.639, 3.689, 3.856)  -1.279
H (5.998, -2.008, 2.452)  0.492
H (6.083, -1.088, 0.937)  0.381
H (4.586, -1.911, 1.400)  -0.192
H (4.213, -0.372, 3.237)  -0.264
H (6.911, 0.872, 2.515)  0.379
H (6.567, -0.093, 3.967)  0.384
H (5.779, 1.477, 3.726)  0.359
H (1.564, 1.577, 4.260)  -0.251
H (3.669, 3.302, 5.670)  0.365
H (3.491, 1.551, 5.860)  0.374
H (2.204, 2.636, 6.407)  0.419
H (2.369, 4.495, 3.809)  0.331
H (0.866, 3.943, 4.577)  0.446
H (1.188, 3.585, 2.871)  0.206

Cartesian forces (eV/Å) of the 2 atoms listed first:
1.7 0.7 -0.4
0.2 -0.1 -0.2



Record 4
Computed, not measured: a cluster of 13 separate species, C19H39F3N10O29 in total in a non-equilibrium geometry, with ωB97M-V/def2-TZVPD.

Calculated values
**Net charge**: 0
**E_LUMO**: -0.035 hartree
**HOMO-LUMO gap**: 9.66 eV
**2S+1**: 1

Each line ends with the Mulliken charge.
Atoms and positions in Å:
C (-3.106, -2.160, -5.325)  -0.520
C (-2.401, -3.433, -5.039)  0.310
O (-1.361, -3.079, -4.147)  -0.311
C (-1.580, -1.748, -3.683)  0.371
O (-0.910, -1.203, -2.796)  -0.229
O (-2.527, -1.169, -4.575)  -0.312
F (-1.848, -3.795, -6.161)  -0.290
H (-4.158, -2.296, -5.073)  0.238
H (-3.072, -1.858, -6.372)  0.357
H (-2.935, -4.230, -4.522)  0.331
C (1.441, -3.199, -1.706)  -0.027
C (2.383, -3.984, -2.589)  0.157
O (2.988, -4.693, -1.461)  -0.406
C (2.865, -4.082, -0.281)  0.457
O (3.359, -4.480, 0.722)  -0.508
O (1.988, -3.102, -0.406)  0.172
F (3.334, -3.198, -3.176)  -0.245
H (0.468, -3.651, -1.513)  0.270
H (1.147, -2.273, -2.199)  -0.191
H (1.878, -4.569, -3.357)  0.352
C (0.435, -0.385, -0.103)  -0.738
C (-0.579, 0.493, 0.648)  0.957
O (0.265, 1.508, 1.143)  0.011
C (1.507, 1.053, 1.244)  0.100
O (2.393, 1.676, 1.870)  -0.518
O (1.669, -0.048, 0.491)  0.287
F (-1.143, -0.220, 1.654)  -0.221
H (0.688, -0.164, -1.140)  0.353
H (0.149, -1.432, -0.202)  0.051
H (-1.372, 0.733, -0.060)  -0.198
C (-4.046, -2.444, 1.408)  -0.553
N (-5.063, -1.393, 1.480)  0.985
O (-6.204, -1.808, 1.689)  -0.568
O (-4.705, -0.260, 1.455)  -0.515
H (-3.105, -2.009, 1.070)  -0.054
H (-4.367, -3.078, 0.581)  0.399
H (-3.950, -2.936, 2.375)  0.299
C (4.894, -0.635, -2.920)  -0.838
N (3.543, -0.011, -3.159)  0.705
O (2.592, -0.558, -2.554)  -0.256
O (3.432, 0.995, -3.835)  -0.526
H (5.166, -0.816, -1.880)  0.247
H (5.628, 0.105, -3.240)  0.389
H (5.060, -1.470, -3.600)  0.259
C (5.624, 2.139, 2.097)  -0.599
N (5.881, 1.761, 0.669)  0.911
O (6.453, 2.644, 0.035)  -0.523
O (5.805, 0.579, 0.327)  -0.518
H (4.793, 1.625, 2.579)  0.090
H (5.496, 3.210, 2.255)  0.290
H (6.541, 1.780, 2.564)  0.350
C (-3.642, 4.402, 0.646)  -0.804
N (-2.145, 4.360, 0.613)  0.759
O (-1.586, 5.416, 0.826)  -0.497
O (-1.656, 3.290, 0.272)  -0.239
H (-3.913, 4.958, 1.544)  0.294
H (-4.119, 3.423, 0.699)  0.245
H (-3.966, 4.944, -0.243)  0.301
C (-2.640, 1.172, 4.363)  -0.700
N (-2.770, -0.059, 5.131)  0.942
O (-2.242, -0.141, 6.240)  -0.543
O (-3.319, -0.986, 4.587)  -0.503
H (-2.846, 0.904, 3.327)  0.089
H (-1.690, 1.705, 4.387)  0.331
H (-3.396, 1.827, 4.797)  0.370
C (-0.629, 2.994, -2.962)  -0.524
N (0.521, 3.892, -2.807)  1.005
O (0.889, 4.153, -1.659)  -0.495
O (1.082, 4.188, -3.847)  -0.585
H (-1.500, 3.520, -3.353)  0.402
H (-0.993, 2.682, -1.983)  -0.219
H (-0.308, 2.201, -3.637)  0.378
C (-4.310, 1.008, -2.633)  -0.397
N (-4.987, 2.305, -2.814)  0.987
O (-6.168, 2.327, -2.885)  -0.559
O (-4.334, 3.331, -2.893)  -0.541
H (-4.223, 0.620, -3.648)  0.310
H (-4.869, 0.376, -1.944)  0.302
H (-3.376, 1.202, -2.106)  -0.120
C (-0.647, -3.803, 2.628)  -0.191
N (-0.616, -4.000, 4.086)  1.076
O (-0.566, -5.188, 4.417)  -0.620
O (-0.590, -3.069, 4.820)  -0.520
H (-0.093, -2.902, 2.364)  0.002
H (-1.711, -3.609, 2.494)  -0.037
H (-0.306, -4.655, 2.040)  0.306
C (1.158, 4.574, 2.351)  -0.569
N (2.544, 4.887, 2.660)  0.975
O (3.023, 5.752, 1.951)  -0.568
O (3.080, 4.337, 3.625)  -0.546
H (0.779, 3.969, 3.174)  0.273
H (0.984, 4.119, 1.376)  0.025
H (0.577, 5.484, 2.506)  0.416
C (3.539, -1.519, 2.527)  -0.241
N (3.283, -2.728, 3.360)  0.942
O (4.263, -3.302, 3.801)  -0.598
O (2.151, -3.146, 3.482)  -0.506
H (3.798, -1.862, 1.525)  0.143
H (4.374, -0.932, 2.908)  0.299
H (2.679, -0.853, 2.598)  -0.081

Cartesian forces (eV/Å) of the 2 atoms listed first:
-2.5 -0.1 -0.8
0.6 0.5 1.5



Here are the calculated DFT total energy numbers, same order: -136122.2926 -18155.9622 -224399.7948 -102735.9771 (eV).
Here are the calculated relative energy (zero: lowest compared OMol25 entry of this formula, charge and spin) numbers, same order: 0.000 3.563 1.507 2.356 (eV).